Version P
DFT (ωB97M-V/def2-TZVPD) results for the molecule C2H3NO3.

Summary:
- Kohn-Sham gap (eV) = 10.60
- charge = 0
- SMILES string = O=CO/C=N/O

```
9
C2H3NO3 ωB97M-V/def2-TZVPD
C 0.35962 0.53534 -0.05759
C -1.80548 -0.28121 -0.01673
H 2.69997 0.25960 0.18536
H 0.81929 1.51832 0.31100
H -2.84991 -0.00570 0.28406
N 0.93808 -0.63114 -0.31823
O 2.28968 -0.68116 -0.03783
O -0.98744 0.74170 -0.26830
O -1.46381 -1.45575 -0.08174
```

***

Version Q
DFT (ωB97M-V/def2-TZVPD) results for a cluster of 2 separate species, C2H3NO3 in total.

Summary:
- Kohn-Sham gap (eV) = 9.92
- charge = 0

```
9
C2H3NO3 ωB97M-V/def2-TZVPD
C 2.11883 1.29125 0.24299
C 0.65039 1.49096 0.32263
N -2.19232 -1.42018 -0.20603
O -2.94534 -0.91095 0.59811
O -2.49493 -1.74592 -1.33206
O 0.94346 0.37670 -0.02077
H 2.54697 1.45064 -0.68370
H 2.56250 0.95072 1.07089
H -1.18957 -1.48323 0.00794
```

***

Relative calculated energies, zero for the most stable structure, unit kcal/mol: version P 0.0; version Q 95.3.

***

Version P
DFT (ωB97M-V/def2-TZVPD) results for a cluster of 2 separate species, C6H12N2S in total.

Summary:
- Kohn-Sham gap (eV) = 8.99
- charge = 0
- SMILES string = Cc1c[nH]cn1.CSC

```
21
C6H12N2S ωB97M-V/def2-TZVPD
C 0.02680 0.51965 2.86245
C -1.36859 2.04295 0.94725
S -1.27383 1.77591 2.71981
H -0.49128 -0.44574 2.88051
H 0.89927 0.55127 2.17687
H 0.36428 0.66214 3.86557
H -0.36816 1.87714 0.52391
H -1.64917 3.15155 0.65329
H -2.08951 1.31887 0.57995
C -0.22826 -2.33970 -0.40150
C 1.55580 -0.63116 -1.21601
C 0.26877 -1.11447 -1.02738
C 0.06982 0.33773 -2.72235
N 1.45700 0.23004 -2.33272
N -0.65780 -0.60752 -1.99796
H 2.49502 -0.84243 -0.66375
H 2.32579 0.65166 -2.58495
H -0.87096 -2.80499 -1.26371
H -0.69228 -2.14356 0.58938
H -0.47989 0.95718 -3.31975
H 0.70719 -3.14653 -0.26892
```

***

Version Q
DFT (ωB97M-V/def2-TZVPD) results for the molecule C6H12N2S.

Summary:
- Kohn-Sham gap (eV) = 9.56
- charge = 0
- SMILES string = C/N=C1/[C@H](C)NS[C@@H]1C

```
21
C6H12N2S ωB97M-V/def2-TZVPD
C 0.11744 0.00370 -0.66600
C -0.92238 1.31811 -0.48884
C -0.67074 -1.21919 -0.37166
C -0.45656 2.17267 0.69289
C -0.32552 -1.69596 1.07213
C 2.47465 -0.65922 -0.92109
N 1.36688 0.32090 -0.83325
N -2.17543 0.79231 -0.13369
S -2.40632 -0.82956 -0.71454
H -0.92794 1.94196 -1.44449
H -0.43792 -1.97525 -1.26522
H -0.98249 3.13458 0.63702
H 0.65721 2.35902 0.40793
H -0.55000 1.69037 1.61683
H 0.55422 -2.39023 1.07159
H -1.14030 -2.02943 1.60956
H -0.01509 -0.85913 1.70765
H 2.56480 -1.32638 -0.06265
H 3.36830 -0.13983 -1.22348
H 2.12295 -1.34172 -1.64262
H -2.21576 0.73230 0.95193
```

***

Relative calculated energies, zero for the most stable structure, unit kcal/mol: version P 0.0; version Q 3.1.

***

Version P
DFT (ωB97M-V/def2-TZVPD) results for the molecule C3H4O3.

Summary:
- Kohn-Sham gap (eV) = 10.98
- charge = 0
- SMILES string = O=C[C@]1(O)CO1

```
10
C3H4O3 ωB97M-V/def2-TZVPD
C 1.46812 -0.43088 -0.50638
C -1.06328 -0.03866 0.15673
C 0.32900 0.42562 -0.27362
O 2.57734 -0.23645 -0.12476
O -0.75679 0.27689 -1.12848
O 0.71935 1.69555 0.06151
H 1.12769 -1.45873 -0.98323
H -1.45456 -1.04038 0.41222
H -1.53388 0.72310 0.80144
H 0.65882 1.97938 0.95663
```

***

Version Q
DFT (ωB97M-V/def2-TZVPD) results for the molecule C3H4O3.

Summary:
- Kohn-Sham gap (eV) = 10.40
- charge = 0
- SMILES string = C=COC(=O)O

```
10
C3H4O3 ωB97M-V/def2-TZVPD
O 0.29395 1.12459 -0.05296
C 1.25719 0.14869 -0.13954
C 1.10293 -1.14268 0.11919
O -1.73696 0.95982 -0.84812
C -0.97422 0.74129 0.22837
O -1.37071 0.31029 1.27576
H 2.17093 0.59870 -0.49657
H 1.92862 -1.81309 -0.05916
H 0.17986 -1.54899 0.50463
H -2.65363 0.75597 -0.62136
```

***

Version R
DFT (ωB97M-V/def2-TZVPD) results for the molecule C3H4O3.

Summary:
- Kohn-Sham gap (eV) = 10.00
- charge = 0
- SMILES string = O=CC(O)C=O

```
10
C3H4O3 ωB97M-V/def2-TZVPD
O -0.91955 0.03556 -1.32714
C -0.40272 -0.24492 -0.04638
C -0.40828 1.00115 0.82588
O 0.42686 1.23411 1.66631
C 0.97284 -0.92337 -0.08747
O 1.15269 -1.95723 -0.67944
H -0.25737 0.53280 -1.82578
H -1.10081 -0.96403 0.40355
H -1.25620 1.68907 0.62881
H 1.79255 -0.40314 0.44166
```

***

Relative calculated energies, zero for the most stable structure, unit kcal/mol: version P 43.1; version Q 0.0; version R 20.0.

***

Version P
DFT (ωB97M-V/def2-TZVPD) results for a cluster of 2 separate species, C3H4O3 in total.

Summary:
- Kohn-Sham gap (eV) = 9.10
- charge = 0

```
10
C3H4O3 ωB97M-V/def2-TZVPD
O 1.99678 -1.38933 -0.27078
C 0.97574 -0.88527 0.07157
C 0.69179 0.01655 1.30698
O -0.56776 0.27052 1.19621
C -1.20600 -0.33150 0.01609
O -0.21104 -1.03870 -0.62583
H 0.93773 1.86442 -1.13326
H 1.04365 2.03289 -0.41527
H -1.58306 0.49023 -0.59632
H -2.00470 -0.98256 0.37535
```

***

Version Q
DFT (ωB97M-V/def2-TZVPD) results for the molecule C3H4O3.

Summary:
- Kohn-Sham gap (eV) = 9.43
- charge = 0
- SMILES string = OO/C=C1\CO1

```
10
C3H4O3 ωB97M-V/def2-TZVPD
O 0.56957 -1.23750 -1.27095
C -1.35806 0.48686 -0.00022
C -0.03582 0.64036 0.48042
O -0.95204 1.28694 1.21870
C 1.21761 0.27010 0.40338
O 1.65745 -0.48115 -0.67463
H 0.56340 -2.04478 -0.72667
H -1.71172 1.04601 -0.86351
H -1.91409 -0.40943 0.26533
H 1.96369 0.44260 1.16815
```

***

Version R
DFT (ωB97M-V/def2-TZVPD) results for a cluster of 2 separate species, C3H4O3 in total.

Summary:
- Kohn-Sham gap (eV) = 11.01
- charge = 0
- SMILES string = O=C=O.CC=O

```
10
C3H4O3 ωB97M-V/def2-TZVPD
O 3.31211 0.13680 -0.01878
C 2.40483 0.81595 -0.28402
O 1.53445 1.54436 -0.55966
C -1.36048 0.18044 0.29954
C -0.59163 -1.04724 -0.09818
O 0.61007 -1.16857 -0.03084
H -0.68856 0.94561 0.69205
H -1.89667 0.57287 -0.57298
H -2.11668 -0.08958 1.04653
H -1.20743 -1.89063 -0.47367
```

***

Version S
DFT (ωB97M-V/def2-TZVPD) results for a cluster of 2 separate species, C3H4O3 in total.

Summary:
- Kohn-Sham gap (eV) = 11.48
- charge = 0

```
10
C3H4O3 ωB97M-V/def2-TZVPD
O -1.19566 -0.80229 0.47673
C -0.56695 0.06573 -0.38267
C -0.34514 1.39683 0.14529
O 0.76122 0.54755 -0.12286
C 1.59827 -1.71757 0.27328
O 2.70542 -1.46130 0.24053
H -1.30449 -1.66369 0.05764
H -0.66892 -0.16193 -1.44425
H -0.50862 1.50617 1.21539
H -0.47514 2.29051 -0.45908
```

***

Relative calculated energies, zero for the most stable structure, unit kcal/mol: version P 97.9; version Q 140.4; version R 0.0; version S 57.4.

***

Version P
DFT (ωB97M-V/def2-TZVPD) results for a cluster of 2 separate species, C3H8NS in total.

Summary:
- Kohn-Sham gap (alpha / beta) (eV) = 10.22 / 7.01
- spin multiplicity = 2
- charge = 0
- ⟨S²⟩ = 0.753

```
13
C3H8NS ωB97M-V/def2-TZVPD
C -1.74863 -0.62278 2.36239
S -1.92620 0.26099 0.68098
H -1.19600 -1.60936 2.10946
H -1.02764 -0.04732 2.89926
H -2.66179 -0.77684 3.08367
C 0.70688 -0.54733 -1.65707
C 1.59079 1.54280 -1.14001
N 1.62080 0.57886 -2.04599
H -0.41102 -0.34010 -1.70421
H 0.82232 -0.86319 -0.67007
H 1.02475 -1.47505 -2.37444
H 2.32544 2.31635 -1.22490
H 0.88031 1.58296 -0.31908
```

***

Version Q
DFT (ωB97M-V/def2-TZVPD) results for a cluster of 2 separate species, C3H8NS in total.

Summary:
- Kohn-Sham gap (alpha / beta) (eV) = 8.83 / 5.61
- spin multiplicity = 2
- charge = 0
- ⟨S²⟩ = 0.753

```
13
C3H8NS ωB97M-V/def2-TZVPD
C -1.51724 1.20373 -1.06570
S -0.50075 2.66748 -0.83462
H -0.87954 0.46164 -1.54789
H -1.99389 0.87851 -0.14250
H -2.34212 1.38378 -1.76129
C 0.81528 -1.99892 0.77364
C 1.15389 -0.79572 0.28792
N 1.08945 0.44591 0.92426
H 0.82483 -2.21029 1.83488
H 0.40853 -2.66979 0.03065
H 1.26587 -0.78634 -0.78873
H 1.08494 0.29332 1.91643
H 0.59074 1.12668 0.37295
```

***

Relative calculated energies, zero for the most stable structure, unit kcal/mol: version P 14.7; version Q 0.0.

***

Version P
DFT (ωB97M-V/def2-TZVPD) results for a cluster of 2 separate species, C2H5N2 in total.

Summary:
- Kohn-Sham gap (eV) = 12.16
- charge = +1

```
9
C2H5N2 ωB97M-V/def2-TZVPD
C 1.76708 0.08594 0.00927
C -1.85343 -0.40789 -0.00171
N -1.01854 0.53217 -0.00323
N 2.90040 -0.10911 -0.00722
H -2.92553 -0.22717 -0.00217
H -1.51852 -1.43883 -0.00268
H -1.31234 1.50843 -0.00305
H 3.88023 -0.29684 0.00914
H 0.08065 0.35330 0.00164
```

***

Version Q
DFT (ωB97M-V/def2-TZVPD) results for the ion C2H5N2 with charge +1.

Summary:
- Kohn-Sham gap (alpha / beta) (eV) = 8.70 / 7.58
- charge = +1
- SMILES string = C=[N+]=NC

```
9
C2H5N2 ωB97M-V/def2-TZVPD
C -1.09572 -1.71974 0.19960
C 0.79180 1.34143 -0.08586
N 0.70526 0.08849 -0.53261
N -0.76118 -0.64073 -0.25095
H -0.55561 -2.28870 0.95162
H -2.13272 -2.20020 -0.08435
H 1.80996 1.62259 0.32863
H 0.05168 1.79411 0.63920
H 1.18654 2.00275 -1.16528
```

***

Version R
DFT (ωB97M-V/def2-TZVPD) results for a structure of composition C2H5N2.

Summary:
- Kohn-Sham gap (alpha / beta) (eV) = 9.39 / 9.12
- charge = +1

```
9
C2H5N2 ωB97M-V/def2-TZVPD
C 1.11750 0.32575 0.11344
C -0.70377 -0.18745 -0.25265
N 0.58378 -0.85094 -0.05721
N -0.02794 0.96226 -0.23618
H 2.18835 0.68695 0.42751
H -1.58134 -0.39638 -0.89862
H -2.14659 -0.67850 1.28860
H 0.89781 -1.77974 -0.20675
H -0.32779 1.91805 -0.17815
```

***

Relative calculated energies, zero for the most stable structure, unit kcal/mol: version P 0.0; version Q 128.2; version R 96.6.